(1)
16
Properties=species:S:1:pos:R:3:mulliken_charge:R:1 method="wB97M-V/def2-TZVPD" relative_energy_ev=2.779 lumo_energy_ev=-3.84 total_energy_ev=-9208.843 e_homo_ev=-12.91 gap_ev=9.07 total_charge=+1 smiles="[H]/N=N/[C@@H](C)/[NH+]=C/N"
C -0.910 0.375 1.352 0.205
C 1.047 -1.414 -1.060 -1.117
C -0.140 -0.558 -0.707 0.112
N 0.538 1.143 -2.070 -0.477
N -0.416 0.543 -1.653 -0.009
N -0.785 0.915 2.543 -0.329
N 0.114 0.037 0.631 -0.208
H -1.879 0.135 1.024 0.352
H 1.829 -0.674 -1.031 0.465
H 0.834 -1.674 -2.190 0.287
H 0.970 -2.367 -0.514 0.361
H -1.140 -1.088 -0.513 0.291
H 0.379 1.929 -2.644 0.245
H -1.552 0.878 3.287 0.296
H 0.091 1.411 2.707 0.246
H 1.020 0.407 0.837 0.280

=====

(2)
8
Properties=species:S:1:pos:R:3:mulliken_charge:R:1 method="wB97M-V/def2-TZVPD" relative_energy_ev=2.684 lumo_energy_ev=-2.39 total_energy_ev=-20883.323 e_homo_ev=-10.35 gap_ev=7.97 smiles="N#CC(=S)C(F)F"
C 1.076 -0.019 -0.214 0.311
C -0.435 0.329 -0.040 0.090
C -1.533 -0.667 0.165 0.224
H 1.489 0.853 -1.106 0.318
N -2.516 -1.173 0.644 -0.358
F 1.836 0.129 1.112 -0.245
F 0.755 -1.417 -0.558 -0.252
S -0.672 1.965 -0.003 -0.088

=====

(3)
24
Properties=species:S:1:pos:R:3:mulliken_charge:R:1 method="wB97M-V/def2-TZVPD" lumo_energy_ev=-11.46 total_energy_ev=-44040.250 e_homo_ev=-16.86 gap_ev=5.40 total_charge=+3
Na -0.065 -0.335 -3.690 0.968
Na -1.385 -0.280 2.623 0.897
Na 1.910 -2.810 -0.963 0.924
Na 2.696 -0.715 2.252 0.962
Na -0.124 -3.439 2.080 0.933
Na -1.974 -2.525 -1.849 0.977
O 0.489 -1.880 4.290 -0.727
H 0.621 -1.645 3.350 -0.159
C -0.034 -0.697 -0.016 0.642
O -0.555 0.366 0.263 -0.597
O 0.600 -1.232 0.911 -0.988
O 0.005 -1.131 -1.191 -0.907
O -0.379 3.139 1.024 -0.586
H -1.009 3.392 1.699 0.339
H -0.523 2.201 0.900 0.294
O -3.055 0.239 -0.835 -0.612
H -2.118 0.362 -0.683 0.338
H -3.387 -0.115 -0.010 0.307
O 0.447 1.792 -1.995 -0.627
H -0.103 2.570 -2.076 0.343
H 0.242 1.442 -1.127 0.231
O 2.860 0.188 -1.572 -0.650
H 1.944 0.115 -1.303 0.367
H 2.896 0.999 -2.081 0.332

=====

(4)
17
Properties=species:S:1:pos:R:3:mulliken_charge:R:1 method="wB97M-V/def2-TZVPD" relative_energy_ev=1.404 lumo_energy_ev=0.82 total_energy_ev=-18228.495 e_homo_ev=-8.63 gap_ev=9.44 smiles="CSCCCC=O"
O 3.267 0.951 0.635 -0.467
C 2.091 1.127 0.861 -0.044
C 1.149 0.050 1.353 -0.521
C -0.321 0.451 1.140 -0.571
C -0.860 0.548 -0.293 -0.689
S 0.074 -0.408 -1.666 -0.075
C -1.254 -1.452 -2.169 -0.915
H 1.848 2.167 1.098 0.330
H 1.347 -0.203 2.405 0.400
H 1.353 -0.978 1.051 0.305
H -0.952 -0.261 1.738 0.278
H -0.479 1.443 1.624 0.315
H -1.826 0.070 -0.365 0.395
H -0.716 1.598 -0.574 0.324
H -2.237 -0.979 -2.286 0.308
H -1.042 -1.898 -3.137 0.320
H -1.442 -2.226 -1.416 0.306

=====

(5)
12
Properties=species:S:1:pos:R:3:mulliken_charge:R:1 method="wB97M-V/def2-TZVPD" relative_energy_ev=5.366 lumo_energy_ev=3.53 total_energy_ev=-29096.408 e_homo_ev=-4.07 gap_ev=7.60 total_charge=-1
C -1.943 0.443 0.306 0.651
C -1.083 1.104 -0.646 -0.731
C 0.942 0.104 -0.406 -0.317
O -2.753 1.002 0.994 -0.677
O -1.729 -0.795 0.194 -0.655
P 0.347 -1.534 0.239 -0.034
Cl 1.984 0.775 0.705 -0.208
H -1.123 0.674 -1.647 0.245
H -0.800 2.092 -0.740 0.416
H 1.248 -0.005 -1.472 0.322
H 0.164 -1.986 -1.068 -0.034
H 1.769 -2.106 0.133 0.021

=====

(6)
108
Properties=species:S:1:pos:R:3:mulliken_charge:R:1 method="wB97M-V/def2-TZVPD" relative_energy_ev=0.000 lumo_energy_ev="-2.38 / -4.16" s_squared=8.78 total_energy_ev=-91680.799 e_homo_ev="-10.09 / -10.33" gap_ev="7.71 / 6.16" total_charge=+1 spin_multiplicity=6
Os -0.178 0.184 0.545 1.411
O -1.018 2.555 -0.537 -0.459
C -2.043 2.398 -1.497 -0.663
C -1.828 1.111 -2.247 0.526
C -2.156 1.021 -3.591 -0.901
C -1.998 -0.184 -4.253 -0.688
C -1.516 -1.273 -3.545 -0.737
C -1.211 -1.099 -2.210 0.480
N -1.360 0.059 -1.563 0.078
H -1.395 2.763 0.327 0.273
H -2.021 3.235 -2.198 0.409
H -3.033 2.372 -1.033 0.374
H -2.529 1.896 -4.106 0.485
H -2.240 -0.270 -5.303 0.443
H -1.370 -2.236 -4.015 0.561
H -0.840 -1.916 -1.608 -0.212
O -2.892 1.722 3.335 -0.666
C -1.798 1.481 2.889 0.123
O -1.666 0.939 1.683 -0.672
C -0.557 1.772 3.687 0.590
C -0.759 1.957 5.056 -0.885
C 0.287 2.263 5.905 -0.667
C 1.564 2.425 5.383 -0.605
C 1.783 2.255 4.029 -0.889
C 0.735 1.911 3.172 1.011
S 1.252 1.702 1.487 -0.460
H -1.770 1.865 5.427 0.532
H 0.108 2.384 6.965 0.417
H 2.394 2.675 6.030 0.432
H 2.776 2.378 3.616 0.481
Te -1.897 -2.172 1.393 0.603
C -2.861 -3.729 0.308 0.275
C -2.420 -4.217 -0.915 0.411
C -3.035 -5.328 -1.474 -0.937
C -4.088 -5.948 -0.816 -0.502
C -4.529 -5.455 0.402 -0.650
C -3.918 -4.343 0.968 -0.602
C -0.348 -3.505 1.942 0.410
C 0.603 -3.890 1.006 0.410
C 1.628 -4.745 1.379 -0.413
C 1.699 -5.216 2.684 -0.642
C 0.735 -4.846 3.610 -0.700
C -0.294 -3.988 3.242 -0.640
H -1.592 -3.760 -1.434 0.230
H -2.685 -5.713 -2.423 0.437
H -4.563 -6.816 -1.254 0.395
H -5.348 -5.936 0.920 0.407
H -4.267 -3.964 1.919 0.391
H 0.563 -3.513 -0.010 -0.244
H 2.382 -5.028 0.655 0.423
H 2.508 -5.871 2.979 0.441
H 0.783 -5.221 4.624 0.424
H -1.040 -3.694 3.969 0.442
C 4.958 -5.311 -7.476 -1.641
C 4.365 -4.467 -6.382 0.623
C 4.203 -4.967 -5.096 -0.909
C 3.639 -4.202 -4.082 0.657
C 3.483 -4.802 -2.705 -1.564
C 3.233 -2.896 -4.377 0.167
Te 2.277 -1.813 -2.816 0.845
N 1.284 -0.737 -0.191 -0.076
C 2.418 -1.252 0.303 0.152
O 3.248 -1.833 -0.452 -0.562
C 2.826 -1.146 1.740 0.696
C 4.180 -1.306 2.037 -0.480
C 4.626 -1.235 3.346 -0.824
C 3.725 -1.005 4.378 -0.780
C 2.377 -0.840 4.093 -1.284
C 1.939 -0.909 2.782 0.630
C 3.444 -0.074 -2.971 1.006
C 4.837 -0.168 -2.937 0.446
C 5.589 -1.452 -2.704 -1.652
C 5.569 1.003 -3.125 -0.953
C 4.959 2.232 -3.322 0.639
C 5.769 3.481 -3.527 -1.622
C 3.569 2.288 -3.320 -1.113
C 2.791 1.153 -3.151 0.841
C 1.291 1.286 -3.165 -1.054
C 3.374 -2.365 -5.664 1.050
C 2.945 -0.969 -6.039 -1.566
C 3.947 -3.168 -6.643 -0.827
H 5.283 -6.279 -7.099 0.362
H 5.816 -4.814 -7.930 0.363
H 4.226 -5.483 -8.266 0.350
H 4.528 -5.977 -4.874 0.350
H 4.038 -5.736 -2.628 0.487
H 2.434 -5.027 -2.487 0.296
H 3.845 -4.131 -1.923 0.218
H 4.874 -1.481 1.228 0.443
H 5.679 -1.355 3.561 0.459
H 4.071 -0.960 5.403 0.471
H 1.666 -0.653 4.887 0.537
H 0.878 -0.784 2.594 0.516
H 5.039 -2.130 -2.053 0.094
H 6.545 -1.239 -2.228 0.549
H 5.790 -1.966 -3.646 0.291
H 6.651 0.943 -3.108 0.421
H 6.837 3.271 -3.508 0.379
H 5.552 4.214 -2.748 0.359
H 5.528 3.945 -4.485 0.349
H 3.076 3.244 -3.457 0.444
H 0.996 2.283 -3.491 0.615
H 0.876 1.127 -2.168 0.095
H 0.824 0.561 -3.838 -0.083
H 2.100 -0.623 -5.443 -0.069
H 2.651 -0.934 -7.087 0.565
H 3.759 -0.256 -5.892 0.300
H 4.064 -2.766 -7.644 0.500

=====

(7)
46
Properties=species:S:1:pos:R:3:mulliken_charge:R:1 method="wB97M-V/def2-TZVPD" relative_energy_ev=0.263 lumo_energy_ev=-4.80 total_energy_ev=-95967.265 e_homo_ev=-11.64 gap_ev=6.84 total_charge=+1
Pt 0.353 0.464 0.263 0.927
O -0.007 -1.221 1.279 -0.469
C -1.238 -1.514 1.689 0.483
C -1.587 -2.869 1.707 -0.496
C -2.811 -3.253 2.212 -0.438
C -3.721 -2.326 2.733 -0.780
C -3.380 -0.999 2.750 -0.758
C -2.147 -0.573 2.221 0.086
C -1.772 0.792 2.320 0.482
N -0.752 1.316 1.736 -0.179
C -0.436 2.735 1.842 -0.602
C -0.571 3.330 0.442 -0.661
N -0.323 2.256 -0.524 -0.226
C -0.783 2.341 -1.727 0.279
C -0.587 1.379 -2.758 0.190
C -1.298 1.515 -3.967 -0.748
C -1.052 0.667 -5.015 -0.763
C -0.058 -0.309 -4.881 -0.495
C 0.670 -0.451 -3.716 -0.474
C 0.398 0.377 -2.627 0.490
O 1.179 0.272 -1.547 -0.708
H -0.883 -3.592 1.319 0.462
H -3.073 -4.303 2.205 0.392
H -4.672 -2.656 3.126 0.417
H -4.055 -0.260 3.166 0.396
H -2.382 1.453 2.935 0.366
H 0.589 2.828 2.190 -0.013
H -1.087 3.222 2.568 0.562
H 0.157 4.129 0.299 0.311
H -1.571 3.735 0.277 0.483
H -1.355 3.234 -1.980 0.416
H -2.040 2.300 -4.056 0.394
H -1.606 0.759 -5.938 0.420
H 0.153 -0.971 -5.711 0.397
H 1.447 -1.196 -3.624 0.507
Cl 2.759 1.808 1.849 -0.254
C 3.110 0.225 1.251 0.741
C 2.167 -0.480 0.535 -0.759
C 2.444 -1.738 0.024 0.528
Cl 1.290 -2.615 -0.897 -0.114
C 3.700 -2.295 0.257 0.376
Cl 4.069 -3.849 -0.364 -0.172
C 4.659 -1.595 0.992 0.127
Cl 6.196 -2.290 1.276 -0.151
C 4.369 -0.328 1.489 0.184
Cl 5.540 0.545 2.379 -0.157